Molecular formula: C14H56N28O14
Method: DFT, wB97M-V/def2-TZVPD

The geometry in ORCA input format:
```
! wB97M-V def2-TZVPD RIJCOSX def2/J DEFGRID3
* xyz 0 1
C 3.22614 -2.49371 -6.47441
O 3.48506 -1.25148 -6.34024
N 3.81776 -3.20940 -7.35512
N 2.39541 -3.22426 -5.75477
H 4.64285 -2.82500 -7.79280
H 3.55983 -4.17251 -7.51637
H 1.54115 -2.80259 -5.41930
H 2.48332 -4.22785 -5.68271
C -2.52505 -3.84618 8.09874
O -3.77229 -3.78029 8.24466
N -1.81255 -3.00198 7.34963
N -1.70358 -4.72754 8.60403
H -2.24972 -2.22955 6.86763
H -0.82441 -3.20125 7.41268
H -0.69905 -4.62382 8.58738
H -2.01273 -5.53291 9.12932
C -6.75737 1.34325 5.89549
O -5.74446 1.49440 5.25664
N -7.13293 2.03651 6.92013
N -7.65731 0.47741 5.59388
H -8.07035 1.92008 7.27758
H -6.41348 2.54912 7.40977
H -8.50898 0.47704 6.13680
H -7.49591 -0.11515 4.79206
C 4.99106 -3.02494 6.89318
O 4.01566 -2.78896 7.61840
N 6.20041 -3.21716 7.38853
N 4.95206 -2.99295 5.57305
H 6.99863 -3.26806 6.77179
H 6.37154 -3.52847 8.33400
H 4.14478 -2.68310 5.05115
H 5.76712 -3.07700 4.98252
C 0.18724 -8.42187 0.49722
O 0.19861 -7.98652 -0.64782
N 0.31784 -9.69749 0.73704
N -0.21394 -7.77689 1.52137
H 0.45060 -9.96872 1.70084
H 0.67801 -10.23334 -0.03965
H -0.50534 -6.84675 1.25676
H -0.04603 -8.01351 2.48880
C -9.88725 -1.89585 -2.40283
O -10.01029 -1.00437 -3.24731
N -10.76341 -2.77806 -2.10643
N -8.92562 -2.02323 -1.49403
H -11.40550 -2.74101 -2.88517
H -10.60924 -3.48118 -1.39795
H -9.00497 -2.82060 -0.87921
H -8.12612 -1.41299 -1.58628
C 3.15864 5.51940 -5.03315
O 2.80476 6.42717 -4.31131
N 4.32717 5.00182 -4.93445
N 2.51990 4.89750 -5.95387
H 4.50674 4.15566 -5.45586
H 4.91935 5.23687 -4.15076
H 1.51362 4.81150 -5.94410
H 2.84931 3.97306 -6.19262
C -2.88163 7.51338 -0.69672
O -3.36462 6.46516 -1.10402
N -3.37955 8.68236 -0.75130
N -1.88128 7.52347 0.14779
H -4.37767 8.75009 -0.89011
H -2.77971 9.46252 -0.52402
H -1.37382 8.33087 0.48047
H -1.56678 6.62667 0.48976
C 5.56553 3.91845 6.30636
O 4.58879 3.96807 7.06371
N 6.78343 4.47479 6.33595
N 5.57555 3.00229 5.34103
H 7.14901 4.83031 7.20776
H 7.28995 4.53827 5.46445
H 6.20977 3.03172 4.55554
H 5.01048 2.17491 5.46847
C -0.40253 0.19661 0.08390
O 0.10495 -0.29115 1.07743
N 0.31262 0.44950 -1.00584
N -1.68769 0.32970 0.00088
H -0.13678 0.62322 -1.89350
H 1.26326 0.13978 -0.86278
H -2.09884 0.36317 0.92280
H -2.10431 0.79083 -0.79529
C 10.06123 1.49929 -4.74805
O 10.96724 2.04306 -4.19635
N 9.24413 0.78996 -4.09351
N 9.74224 1.72685 -6.00039
H 8.29406 0.72778 -4.43056
H 9.34627 0.41928 -3.15956
H 10.43621 2.24443 -6.52058
H 9.11818 1.10120 -6.48949
C 7.93592 -4.85433 -0.77041
O 7.75826 -3.82722 -0.14850
N 6.98734 -5.48283 -1.29619
N 9.07011 -5.31983 -1.12458
H 6.03491 -5.15586 -1.21835
H 7.24908 -6.23508 -1.91724
H 9.89950 -4.79780 -0.88026
H 8.98761 -6.26698 -1.46546
C -3.94499 0.97740 -5.89194
O -2.86300 1.44347 -5.95046
N -4.92724 1.54739 -5.28777
N -4.19292 -0.16213 -6.54633
H -5.80261 1.07077 -5.12447
H -4.58691 2.28299 -4.68513
H -3.33377 -0.48317 -6.96928
H -5.07780 -0.63916 -6.64402
C -9.42873 6.04522 -1.06367
O -10.42506 6.57802 -0.58970
N -8.84307 5.03951 -0.52331
N -8.91509 6.26078 -2.25279
H -9.13157 4.85791 0.42742
H -7.85262 5.01069 -0.71897
H -8.24351 5.59537 -2.60819
H -9.52830 6.69544 -2.92744
*
```

Calculated values
Kohn-Sham gap ... 9.396 eV
Max |F| ... 7.89 eV/A
E_HOMO ... -9.405 eV
Lowest unoccupied orbital energy ... -0.0003 hartree